No. 1
This record from the Open Molecules 2025 dataset describes 2 unconnected molecules or ions with the total composition C3H6NO2S. The level of theory is ωB97M-V/def2-TZVPD.

The geometry in XYZ format:
```
13
Properties=species:S:1:pos:R:3:forces:R:3:mulliken_charge:R:1
C -0.835 1.086 0.108 0.95 -3.21 -0.51 0.403
C -0.973 -1.536 0.301 -0.61 1.16 0.93 -0.900
C -0.248 -0.438 -0.434 -1.46 1.98 -1.89 0.004
N 2.466 0.112 0.341 1.27 1.22 0.28 -0.393
O -1.487 1.076 1.145 -0.79 -0.16 0.96 -0.705
O -0.452 2.020 -0.571 0.95 1.97 -1.40 -0.674
S 2.625 1.619 0.346 -1.17 -0.77 -1.08 0.098
H -1.929 -1.001 0.598 0.77 -1.23 -0.02 0.206
H -1.161 -2.394 -0.332 -0.03 -0.43 0.14 0.336
H -0.420 -1.780 1.237 -0.55 -0.19 -0.61 0.228
H 0.823 -0.348 -0.206 -0.59 -0.46 -0.58 0.057
H -0.442 -0.522 -1.637 0.69 0.40 2.82 0.170
H 2.033 2.104 -0.895 0.57 -0.28 0.96 0.170
```
Forces are in eV/Å.

Results
- net charge = -1
- frontier orbital gap (alpha / beta) (eV) = 6.32 / 6.32
- DFT total energy (eV) = -19626.5989
- ΔE to the lowest compared entry with this formula, charge and spin (kJ/mol) = 379.1



No. 2
This record from the Open Molecules 2025 dataset describes C10H10N2O2 in the gas phase. The level of theory is ωB97M-V/def2-TZVPD.

The geometry in XYZ format:
```
24
Properties=species:S:1:pos:R:3:forces:R:3:mulliken_charge:R:1
C -0.122 -2.262 0.802 -0.07 -0.81 0.06 -0.652
C -0.294 -1.886 2.056 -0.08 0.23 0.22 -0.365
C -1.019 -0.620 2.460 -0.31 -0.50 -0.49 0.232
C -2.059 -0.197 1.463 0.26 0.14 -0.07 -0.728
C -1.593 0.403 0.370 -0.27 -0.20 0.45 -0.697
C -0.161 0.602 0.232 0.03 0.75 0.36 -0.033
C 0.421 0.841 -1.060 -0.12 -0.09 -0.12 0.986
C -0.179 0.780 -2.311 0.02 -0.04 0.37 -0.576
C 0.810 1.071 -3.259 0.14 0.05 -0.07 -0.694
C 1.978 1.300 -2.571 0.04 0.01 -0.35 -0.635
N 1.733 1.157 -1.252 0.28 0.05 0.08 -0.046
N 0.576 0.666 1.315 -0.53 -0.10 -0.37 0.850
O 1.786 0.922 1.385 0.34 -0.01 0.30 -0.887
O -0.047 0.423 2.551 0.55 0.58 0.13 -0.458
H 0.488 -3.119 0.571 0.19 -0.12 0.01 0.305
H -0.616 -1.808 -0.038 -0.12 0.11 -0.08 0.266
H 0.222 -2.386 2.862 0.10 -0.13 0.04 0.355
H -1.416 -0.694 3.474 0.07 0.06 -0.12 0.444
H -3.100 -0.391 1.651 -0.22 0.00 -0.05 0.426
H -2.223 0.748 -0.431 -0.12 0.02 -0.12 0.470
H -1.201 0.544 -2.523 -0.26 -0.06 0.03 0.414
H 0.674 1.109 -4.321 0.05 0.02 -0.20 0.429
H 2.954 1.548 -2.938 0.20 0.06 -0.02 0.433
H 2.388 1.249 -0.488 -0.14 -0.02 0.01 0.162
```
Forces are in eV/Å.

Results
- frontier orbital gap (alpha / beta) (eV) = 7.89 / 7.89
- DFT total energy (eV) = -17602.9714
- SMILES string = C=C[C@@H]1C=CC(c2ccc[nH]2)=[N+]([O-])O1
- ΔE to the lowest compared entry with this formula, charge and spin (kJ/mol) = 537.5



No. 3
This record from the Open Molecules 2025 dataset describes a molecular structure, C16H22BrI2NO3S2SmTi. The level of theory is ωB97M-V/def2-TZVPD.

The geometry in XYZ format:
```
49
Properties=species:S:1:pos:R:3:forces:R:3:mulliken_spin:R:1
I -0.160 -4.210 -0.639 -0.05 0.05 -1.72 0.352
I -0.160 -3.495 -3.251 -0.05 -0.77 1.50 0.550
Ti 0.571 0.688 -2.259 -0.33 -3.11 0.74 -0.001
Sm 0.461 -0.076 0.688 -4.88 0.30 1.19 5.117
S 1.877 -0.963 -1.207 1.08 -0.05 -0.56 0.013
S -1.071 -0.484 -1.052 -2.62 -0.30 -2.83 0.003
C 2.095 0.117 1.990 8.38 0.77 6.63 -0.006
C 3.718 -0.733 -1.106 0.63 -0.39 -0.28 0.000
C -2.737 0.307 -0.781 -0.99 -0.15 -0.25 -0.012
C 4.182 -1.095 -2.503 0.45 -0.12 -0.45 0.000
C 4.125 0.679 -0.716 -0.18 0.15 0.01 0.006
C 4.197 -1.760 -0.093 0.07 -0.36 0.19 -0.002
C -3.425 0.132 -2.123 -0.36 -0.01 -0.44 -0.001
C -2.642 1.767 -0.379 0.37 0.25 0.10 -0.002
C -3.414 -0.533 0.284 -0.29 -0.42 0.33 -0.005
C 1.978 1.532 -3.244 9.24 5.43 -6.58 0.000
C -0.591 1.948 -3.115 -7.56 8.03 -5.64 0.001
O 2.914 0.234 2.759 -1.63 -0.15 -1.26 0.014
O 2.854 2.067 -3.898 -6.39 -3.80 4.64 0.010
O -1.314 2.742 -3.687 5.23 -5.63 4.00 -0.007
H 3.816 -0.391 -3.261 0.17 -0.12 0.16 0.000
H 3.852 -2.103 -2.785 0.18 0.19 0.08 -0.002
H 5.280 -1.072 -2.524 -0.22 -0.02 -0.10 0.001
H 3.758 1.428 -1.428 0.22 -0.11 0.12 0.000
H 5.228 0.727 -0.707 -0.42 0.06 0.04 0.000
H 3.768 0.955 0.288 0.22 -0.03 -0.19 -0.002
H 3.841 -1.547 0.927 0.17 -0.05 -0.24 0.001
H 5.295 -1.749 -0.074 -0.25 -0.04 0.05 0.000
H 3.867 -2.774 -0.364 0.19 0.26 0.08 0.000
H -4.457 0.498 -2.038 0.19 -0.07 -0.09 0.001
H -3.456 -0.924 -2.420 -0.11 0.24 0.10 -0.003
H -2.931 0.698 -2.923 -0.18 -0.06 0.18 0.000
H -3.667 2.161 -0.262 0.40 -0.09 -0.05 0.000
H -2.128 2.377 -1.131 -0.27 -0.05 0.08 0.001
H -2.121 1.905 0.581 -0.31 -0.05 -0.27 -0.001
H -4.446 -0.180 0.414 0.20 -0.12 -0.08 0.000
H -2.916 -0.461 1.255 -0.27 0.08 -0.31 0.001
H -3.445 -1.596 0.002 -0.13 0.31 0.01 0.000
Br -2.956 -2.408 4.989 0.29 0.71 -0.41 0.000
C -2.360 -0.817 4.135 0.39 -1.27 -0.21 0.000
C -2.793 0.432 4.561 -0.09 0.21 0.10 -0.001
C -2.317 1.576 3.936 -0.12 0.64 0.20 -0.001
C -1.432 1.456 2.880 -0.12 0.55 0.23 -0.004
N -1.053 0.251 2.437 0.59 -1.03 0.54 -0.015
C -1.461 -0.893 3.065 -0.58 1.11 0.55 -0.008
H -3.484 0.507 5.394 0.02 0.01 -0.05 0.000
H -2.630 2.568 4.283 0.15 -0.43 -0.14 0.000
H -1.017 2.369 2.396 -0.31 -0.77 0.30 -0.001
H -1.095 -1.861 2.708 -0.09 0.24 0.01 0.002
```
Forces are in eV/Å.

Results
- net charge = +4
- frontier orbital gap (alpha / beta) (eV) = 4.97 / 3.23
- multiplicity = 7
- DFT total energy (eV) = -173466.0844
- ΔE to the lowest compared entry with this formula, charge and spin (kJ/mol) = 654.7



No. 4
This record from the Open Molecules 2025 dataset describes a molecular structure, C26H26F3MgN3O2SSi. The level of theory is ωB97M-V/def2-TZVPD.

The geometry in XYZ format:
```
63
Properties=species:S:1:pos:R:3:forces:R:3:mulliken_charge:R:1
Mg -0.849 0.071 -0.381 -0.15 0.30 0.47 1.837
C -4.795 -0.262 1.111 -0.15 -0.06 0.11 -1.453
C -3.696 -0.472 0.096 0.43 0.19 -0.21 1.118
O -2.738 0.374 0.145 -0.63 -0.25 0.05 -0.708
C -3.815 -1.511 -0.821 0.20 -0.04 -0.11 -1.560
C -2.879 -1.735 -1.891 -0.21 0.08 0.24 1.224
C -3.228 -2.693 -2.997 -0.11 -0.07 -0.05 -1.314
N -1.765 -1.084 -1.903 0.45 -0.13 -0.35 0.335
N -0.921 -1.240 -3.019 -0.16 0.27 0.38 -0.559
C -0.037 -0.275 -2.989 0.17 0.11 0.09 0.142
O 0.054 0.684 -2.126 -0.03 -0.21 -0.25 -0.821
C 0.986 -0.307 -4.092 -0.14 0.05 0.14 0.231
C 1.241 -1.472 -4.809 0.03 -0.03 -0.16 -0.355
C 2.187 -1.482 -5.826 -0.07 0.02 0.08 -0.611
C 2.892 -0.324 -6.140 -0.04 0.02 0.06 -0.321
C 2.650 0.837 -5.417 -0.07 -0.04 0.06 -0.576
C 1.708 0.842 -4.394 0.13 0.03 -0.05 -0.259
H -4.376 0.246 1.979 0.01 -0.02 -0.01 0.256
H -5.233 -1.213 1.422 -0.02 0.02 -0.02 0.368
H -5.592 0.353 0.683 0.04 0.05 0.02 0.296
H -4.687 -2.150 -0.760 -0.01 -0.02 -0.02 0.169
H -4.118 -3.266 -2.733 0.01 -0.01 -0.02 0.381
H -2.392 -3.364 -3.198 0.00 -0.01 0.04 0.293
H -3.417 -2.154 -3.928 0.00 0.04 0.01 0.249
H 0.681 -2.361 -4.549 0.02 0.01 -0.02 0.411
H 2.379 -2.398 -6.372 0.01 -0.01 -0.01 0.346
H 3.632 -0.333 -6.932 0.01 0.00 0.00 0.350
H 3.203 1.741 -5.645 0.00 0.01 0.00 0.361
H 1.524 1.727 -3.798 -0.01 -0.01 -0.02 0.421
F -1.341 4.458 5.336 -0.02 0.15 -0.03 -0.342
C -1.441 3.164 4.897 0.02 -0.09 -0.32 0.579
F -2.665 2.764 5.294 -0.18 -0.05 0.05 -0.246
F -0.551 2.485 5.622 0.18 -0.09 0.14 -0.226
C -1.225 3.068 3.410 -0.07 0.14 0.18 -0.066
C -1.244 4.240 2.681 0.06 0.01 0.01 -0.122
C -1.028 4.221 1.309 -0.02 -0.04 0.18 -1.075
C -0.744 2.983 0.762 0.20 -0.14 0.03 -0.040
N -0.736 1.838 1.434 -0.04 0.16 -0.60 -0.298
C -1.067 1.801 2.759 -0.05 -0.35 -0.10 -0.037
S -1.320 0.288 3.510 0.09 0.36 -0.09 -0.449
H -1.416 5.179 3.187 -0.01 0.04 0.06 0.407
H -1.042 5.117 0.703 0.00 -0.01 0.03 0.408
H -0.490 2.920 -0.296 -0.01 -0.09 0.03 0.349
C 2.251 -2.128 -0.481 0.12 -0.10 -0.06 -1.398
Si 0.988 -1.384 0.761 -0.05 -0.12 -0.05 -0.060
C 0.355 -2.941 1.668 0.04 -0.10 0.15 -1.237
C 2.202 -0.588 2.012 0.11 0.13 0.04 0.077
C 2.990 0.497 1.601 0.05 -0.01 0.07 -0.353
C 3.901 1.116 2.449 -0.08 -0.09 0.02 -0.678
C 4.047 0.669 3.759 -0.08 -0.03 -0.05 -0.331
C 3.268 -0.394 4.199 -0.03 0.04 -0.08 -0.531
C 2.362 -1.006 3.337 0.02 0.06 0.01 0.049
H 2.948 -2.809 0.025 0.01 0.01 -0.08 0.371
H 2.835 -1.339 -0.970 -0.05 -0.06 0.04 0.283
H 1.731 -2.681 -1.274 0.03 0.04 0.07 0.310
H 1.175 -3.588 2.009 -0.06 0.00 0.01 0.353
H -0.280 -3.520 0.989 0.04 0.01 0.02 0.275
H -0.258 -2.658 2.531 0.05 -0.02 -0.08 0.246
H 2.876 0.877 0.589 -0.01 -0.02 0.01 0.316
H 4.485 1.960 2.094 0.01 0.00 0.00 0.335
H 4.740 1.161 4.433 0.01 -0.01 0.00 0.324
H 3.348 -0.733 5.227 0.01 -0.01 -0.01 0.318
H 1.746 -1.815 3.715 0.02 0.01 -0.02 0.239
```
Forces are in eV/Å.

Results
- net charge = -2
- frontier orbital gap (eV) = 5.69
- DFT total energy (eV) = -68264.4912
- ΔE to the lowest compared entry with this formula, charge and spin (kJ/mol) = 46.5